Record 1
Molecular formula: C27H44N3P3STc
Method: DFT, ωB97M-V with the def2-TZVPD basis set

Properties
Highest occupied orbital energy (alpha / beta) = -18.6 / -18.7 eV
Calculated total energy = -2720.89317 Ha
Spin multiplicity = 4
<S²> = 3.78
Net charge = +4
E_LUMO (alpha / beta) = -10.73 / -14.97 eV

Each line ends with the Mulliken spin population.
Positions of all 79 atoms, in Å:
Tc1 -0.10 0.49 -0.88  1.081
P1 1.68 1.53 -0.07  -0.096
P2 -1.58 0.77 0.77  -0.109
P3 -1.02 1.95 -2.29  -0.084
H1 0.34 -4.41 -7.37  0.020
C1 0.55 -3.42 -7.80  0.388
C2 1.79 -2.92 -7.83  0.445
H2 2.65 -3.49 -7.45  0.022
C3 3.04 0.35 0.36  0.043
C4 1.48 2.44 1.50  0.036
C5 2.50 2.77 -1.15  0.022
C6 -3.14 -0.17 0.49  0.007
C7 -1.24 0.36 2.53  0.017
C8 -2.26 2.47 1.01  0.029
C9 -0.25 1.88 -3.95  0.006
C10 -0.95 3.75 -1.91  0.042
C11 -2.81 1.76 -2.69  0.004
H3 -0.29 -2.88 -8.23  0.028
H4 2.01 -1.94 -8.30  0.025
H5 3.72 0.32 -0.50  0.002
H6 2.63 -0.65 0.55  -0.017
H7 3.57 0.66 1.26  0.003
H8 1.33 1.74 2.32  -0.001
H9 0.63 3.12 1.47  -0.009
H10 2.37 3.04 1.74  0.000
H11 2.84 2.30 -2.07  0.000
H12 3.38 3.23 -0.68  0.000
H13 1.82 3.58 -1.42  -0.006
H14 -3.89 0.11 1.24  0.000
H15 -2.94 -1.25 0.60  -0.001
H16 -3.53 0.02 -0.51  0.000
H17 -1.94 0.87 3.20  0.001
H18 -0.22 0.65 2.80  -0.007
H19 -1.32 -0.72 2.67  -0.001
H20 -2.93 2.46 1.88  0.001
H21 -2.82 2.79 0.13  0.003
H22 -1.45 3.19 1.22  -0.005
H23 -0.85 2.47 -4.66  -0.001
H24 -0.20 0.83 -4.27  0.001
H25 0.77 2.28 -3.88  -0.001
H26 -1.80 4.26 -2.38  0.002
H27 -0.01 4.18 -2.29  0.004
H28 -1.00 3.93 -0.82  -0.011
H29 -3.07 2.45 -3.50  -0.001
H30 -3.43 1.97 -1.81  -0.001
H31 -3.00 0.72 -3.01  0.001
C12 -0.09 -2.01 -2.64  0.017
C13 -1.44 -2.06 -3.01  0.000
C14 -1.77 -2.11 -4.38  0.002
C15 -0.75 -2.14 -5.33  0.038
C16 0.59 -2.03 -4.95  0.043
C17 0.92 -2.01 -3.61  -0.003
S1 0.58 -2.01 -0.98  0.032
H32 -0.59 -1.75 -0.30  0.011
H33 -2.21 -2.05 -2.23  0.000
H34 -2.79 -2.18 -4.73  0.000
H35 -0.98 -2.30 -6.40  0.017
H36 1.37 -2.03 -5.70  -0.043
H37 1.95 -2.02 -3.24  0.000
N1 -0.33 1.16 10.16  -0.029
C18 0.03 0.61 9.19  0.041
C19 0.35 -0.08 7.97  0.041
C20 -0.66 -0.80 7.32  0.194
C21 -0.41 -1.47 6.12  0.285
C22 0.86 -1.37 5.54  -0.017
C23 1.89 -0.67 6.21  0.284
C24 1.64 -0.04 7.41  0.176
N2 1.09 -1.92 4.27  -0.005
C25 0.17 -2.61 3.47  0.008
C26 0.64 -2.55 2.19  0.005
N3 1.86 -1.90 2.18  0.002
C27 2.12 -1.55 3.43  0.001
H38 -1.67 -0.83 7.75  -0.006
H39 -1.22 -2.02 5.62  0.012
H40 2.87 -0.60 5.76  0.022
H41 2.43 0.50 7.93  -0.011
H42 -0.68 -3.11 3.88  0.002
H43 0.16 -2.89 1.28  -0.001
H44 2.99 -1.02 3.80  0.000

=====

Record 2
Molecular formula: C27H44O2
Method: DFT, ωB97M-V with the def2-TZVPD basis set

Properties
Highest occupied orbital energy = -8.2 eV
Calculated total energy = -1204.73857 Ha
Energy relative to the best compared isomer or geometry (same formula, charge and spin) = 25.590 eV
Spin multiplicity = 1
Net charge = 0
E_LUMO = 0.76 eV

Each line ends with the Löwdin charge.
Positions of all 73 atoms, in Å:
C1 1.60 -2.86 3.89  -0.043
C2 0.33 -2.11 3.96  -0.291
C3 -0.83 -2.54 3.75  -0.138
C4 -1.39 -3.84 3.27  -0.172
H1 -1.93 -3.87 2.11  0.192
H2 -0.58 -4.45 3.19  0.066
C5 -2.49 -4.04 4.20  -0.365
C6 -3.53 -3.37 4.24  -0.278
C7 -4.33 -3.22 3.20  0.001
C8 -5.58 -2.22 3.08  -0.062
H3 -6.26 -2.77 3.06  -0.024
H4 -5.48 -1.59 3.85  0.040
C9 -5.49 -1.46 1.66  -0.010
C10 -4.02 -0.55 1.90  -0.263
C11 -3.05 -0.93 0.96  -0.010
C12 -1.77 0.12 0.97  -0.086
H5 -1.66 0.40 1.95  0.036
H6 -1.96 0.95 0.33  0.094
C13 -0.57 -0.98 0.51  0.022
C14 0.65 0.13 0.31  -0.469
O1 1.57 0.01 0.92  0.189
O2 0.62 0.97 -0.80  0.012
C15 1.63 1.75 -1.05  -0.257
C16 2.06 1.72 -2.48  -0.014
C17 3.12 2.01 -3.14  -0.366
C18 3.32 2.03 -4.47  -0.156
H7 2.78 1.17 -5.00  0.130
H8 4.55 1.96 -4.54  0.174
C19 2.82 3.37 -5.44  -0.134
C20 3.17 3.10 -6.80  -0.096
C21 4.41 3.43 -7.38  -0.174
C22 4.63 3.12 -8.96  -0.025
H9 3.89 2.56 -9.25  -0.007
H10 4.57 4.16 -9.53  0.123
H11 5.56 2.76 -9.01  0.017
C23 5.52 4.30 -6.59  0.000
H12 5.03 4.55 -5.84  -0.062
H13 5.67 5.39 -7.24  0.164
H14 6.31 3.73 -6.54  0.003
H15 2.71 2.54 -7.41  0.023
H16 3.07 4.30 -4.92  0.107
H17 1.85 3.50 -5.30  0.053
C24 3.71 3.40 -2.42  -0.008
H18 4.43 3.79 -3.01  0.004
H19 4.19 2.89 -1.49  0.105
H20 2.89 4.09 -2.01  0.099
H21 1.32 0.82 -3.08  0.196
H22 2.16 1.56 -0.38  0.024
H23 1.21 2.61 -0.95  0.097
H24 -0.77 -1.16 -0.61  0.132
H25 -0.34 -1.73 1.11  0.034
H26 -3.07 -1.72 0.37  0.044
C25 -4.11 0.41 2.92  -0.112
H27 -5.17 0.83 3.27  0.125
H28 -3.50 0.45 3.73  0.013
H29 -3.69 1.65 2.49  0.179
H30 -6.23 -0.77 1.57  0.061
H31 -5.25 -2.00 0.91  0.016
H32 -4.16 -3.82 2.50  0.035
C26 -3.74 -2.27 5.81  0.099
H33 -4.06 -3.20 6.36  0.074
H34 -4.36 -1.57 5.57  -0.046
H35 -2.67 -2.17 5.84  0.027
H36 -1.93 -4.20 5.16  0.154
H37 -2.89 -5.19 3.91  0.200
H38 -1.70 -1.66 3.64  0.176
C27 0.64 -0.54 4.15  -0.032
H39 -0.11 0.03 4.50  0.011
H40 1.36 -0.39 4.94  0.063
H41 1.28 0.16 3.59  0.076
H42 2.41 -2.47 3.24  0.107
H43 1.35 -3.89 3.64  0.074
H44 2.16 -2.90 4.71  0.028

=====

Record 3
Molecular formula: C27H44O3PPt
Method: DFT, ωB97M-V with the def2-TZVPD basis set

Properties
Highest occupied orbital energy (alpha / beta) = -9.2 / -11.4 eV
Calculated total energy = -1741.22491 Ha
Energy relative to the best compared isomer or geometry (same formula, charge and spin) = 0.000 eV
Spin multiplicity = 5
<S²> = 6.03
Net charge = +1
E_LUMO (alpha / beta) = -1.88 / -5.72 eV

Each line ends with the Mulliken spin population.
Positions of all 76 atoms, in Å:
C1 1.73 0.91 0.99  0.531
C2 0.49 1.55 1.50  0.244
C3 0.27 2.73 0.67  0.213
C4 1.22 2.73 -0.38  0.330
C5 2.14 1.68 -0.18  0.250
Pt1 -0.02 0.02 0.06  0.882
C6 -1.02 -0.99 -2.56  0.304
C7 -0.32 -1.57 -1.49  0.170
H1 -0.73 -2.47 -1.01  0.037
C8 1.07 -1.26 -1.15  0.460
H2 1.68 -0.73 -1.89  -0.015
H3 1.61 -2.00 -0.56  -0.006
C9 -2.39 -1.45 -2.90  -0.015
H4 -2.79 -2.14 -2.15  -0.005
H5 -3.08 -0.60 -2.97  0.023
H6 -2.42 -1.96 -3.87  0.034
C10 -0.41 0.00 -3.47  0.023
H7 0.59 0.34 -3.16  -0.012
H8 -0.31 -0.40 -4.49  0.020
H9 -1.03 0.90 -3.56  0.021
C11 -0.07 1.31 2.85  -0.037
H10 0.03 0.25 3.11  -0.003
H11 0.42 1.92 3.62  0.006
H12 -1.14 1.55 2.86  0.011
C12 -0.74 3.77 0.95  0.007
H13 -1.61 3.35 1.48  0.006
H14 -0.33 4.57 1.59  0.033
H15 -1.11 4.24 0.03  0.004
C13 1.24 3.69 -1.51  -0.022
H16 0.22 4.00 -1.79  0.004
H17 1.80 4.61 -1.27  0.021
H18 1.71 3.25 -2.39  0.003
C14 3.37 1.43 -0.97  -0.035
H19 3.17 1.47 -2.05  0.014
H20 4.14 2.18 -0.76  0.026
H21 3.79 0.44 -0.74  -0.001
C15 2.59 0.02 1.81  -0.056
H22 3.19 -0.63 1.17  0.013
H23 3.28 0.59 2.44  0.029
H24 1.98 -0.61 2.46  -0.003
C16 -1.99 0.63 -0.04  0.657
C17 -2.93 0.05 0.78  -0.210
C18 -2.34 1.59 -0.96  -0.061
C19 -4.29 0.41 0.66  0.030
H25 -2.54 -0.63 1.55  0.021
C20 -3.69 1.94 -1.13  0.025
H26 -1.56 2.04 -1.57  -0.002
C21 -4.66 1.34 -0.31  -0.010
H27 -5.03 -0.04 1.33  0.007
H28 -3.95 2.67 -1.89  0.002
H29 -5.72 1.61 -0.45  0.001
C22 3.20 -4.09 2.54  0.000
C23 2.50 -3.79 1.24  -0.001
O1 1.26 -3.05 1.41  0.015
P1 0.10 -3.25 2.62  -0.005
O2 0.11 -4.87 2.79  0.000
C24 0.16 -5.94 1.79  0.000
C25 -0.25 -5.57 0.39  -0.002
O3 -1.25 -3.00 1.69  0.013
C26 -2.57 -3.51 2.01  0.002
C27 -3.35 -3.41 0.72  0.003
H30 3.47 -3.17 3.05  0.000
H31 4.11 -4.65 2.30  0.000
H32 2.57 -4.71 3.19  0.000
H33 3.12 -3.16 0.58  0.000
H34 2.28 -4.71 0.67  0.002
H35 1.18 -6.35 1.80  0.000
H36 -0.50 -6.72 2.19  0.000
H37 0.38 -4.79 -0.04  0.002
H38 -0.14 -6.48 -0.22  0.000
H39 -1.31 -5.27 0.34  0.000
H40 -2.52 -4.56 2.37  0.001
H41 -3.02 -2.89 2.80  0.000
H42 -2.88 -4.00 -0.09  -0.001
H43 -4.37 -3.79 0.86  0.000
H44 -3.43 -2.37 0.38  -0.001